Run 1
Below is 3 unconnected molecules or ions with the total composition C3H10O3, with properties calculated with ωB97M-V with the def2-TZVPD basis set.

## Properties
- SMILES = CCC=O.O.O
- gap between HOMO and LUMO (Ha) = 0.4032
- total charge = 0

Positions of all 16 atoms, in Å:
C1 1.0634 1.9740 1.8017
C2 -0.2592 1.1985 1.6509
C3 -0.3135 0.3500 0.4204
O1 -0.3642 -0.8529 0.4099
H1 1.2721 2.0625 2.8678
H2 0.9255 3.0144 1.5225
H3 1.8850 1.5205 1.2678
H4 -0.4649 0.5906 2.5312
H5 -1.0734 1.8990 1.5190
H6 -0.3301 0.8581 -0.5597
O2 0.1855 -2.7146 2.6262
H7 -0.1281 -2.9132 1.7361
H8 -0.0251 -1.7758 2.6810
O3 -0.5204 -1.9517 -7.0139
H9 -0.8761 -2.0936 -6.1311
H10 -0.9765 -1.1658 -7.3297

Run 2
Below is 3 unconnected molecules or ions with the total composition C3H10O3, with properties calculated with ωB97M-V with the def2-TZVPD basis set.

## Properties
- SMILES = C=CCO.O.O
- gap between HOMO and LUMO (Ha) = 0.3744
- total charge = 0

Positions of all 16 atoms, in Å:
C1 -0.1033 -1.1558 -2.0048
C2 0.4706 -1.1129 -0.7895
C3 -0.3012 -1.2874 0.4916
O1 0.4431 -1.1914 1.7698
H1 0.4298 -1.2226 -2.9585
H2 -1.1841 -1.3240 -2.1113
H3 1.5458 -0.8621 -0.7550
H4 -1.1571 -0.5858 0.5233
H5 -0.8224 -2.2482 0.5577
H6 0.6236 -0.2168 1.6945
O2 -0.2879 1.8956 -0.6697
H7 -0.5314 2.6114 -1.2902
H8 -0.7485 1.1078 -1.0012
O3 0.4191 1.5406 2.2873
H9 0.8530 2.1097 2.8523
H10 0.3509 1.9418 1.4036

Most stable structure: run 1